# 1
Here is a cluster of 10 separate species, C33H72F12N10O25S12 in total in a non-equilibrium geometry from the Open Molecules 2025 dataset. Energies are from wB97M-V/def2-TZVPD.

The geometry in XYZ format:
```
164
Properties=species:S:1:pos:R:3:lowdin_charge:R:1
S 3.528 -0.266 -1.100 0.58
S 1.402 6.197 0.780 0.56
S 2.792 1.969 -1.056 0.38
S -3.373 -3.956 0.622 0.60
S 0.348 8.166 -0.170 0.46
S -1.376 -2.157 4.237 0.60
S -11.017 2.814 0.127 0.57
S 0.322 -4.966 -5.499 0.42
S -1.925 -5.664 1.423 0.42
S -10.348 0.699 1.243 0.41
S -3.444 -0.922 4.067 0.43
S 0.237 -3.634 -3.484 0.54
F -0.473 -2.493 5.546 -0.24
F -1.226 -6.996 0.859 -0.22
F 2.884 5.553 0.733 -0.21
F -0.126 -6.386 -6.153 -0.22
F 0.489 9.039 -1.573 -0.26
F -10.410 0.208 2.782 -0.23
F 2.672 -1.387 -1.816 -0.20
F -12.482 3.489 0.390 -0.25
F 0.539 -3.929 -1.927 -0.20
F 1.857 2.847 -0.096 -0.21
F -3.543 -3.272 -0.894 -0.25
F -4.411 -0.050 5.060 -0.23
O -0.287 -1.732 3.334 -0.31
O -4.714 -4.229 0.975 -0.24
O -4.360 -2.020 3.847 -0.24
O 1.414 6.742 2.097 -0.29
O -0.584 -4.121 -6.224 -0.30
O 4.222 -1.061 -0.064 -0.30
O -2.706 -2.844 1.305 -0.32
O 0.563 5.042 0.519 -0.31
O -1.915 -3.481 3.995 -0.26
O -3.220 0.079 3.026 -0.31
O -11.199 2.082 -1.111 -0.29
O 4.362 0.116 -2.212 -0.29
O -2.958 -6.193 2.286 -0.28
O 1.570 -6.198 2.774 0.20
O 0.322 9.285 0.769 -0.32
O 1.395 -2.913 -3.900 -0.30
O -0.991 -2.914 -3.379 -0.28
O -11.097 -0.316 0.548 -0.30
O -8.919 0.779 1.003 -0.31
O 1.770 -4.942 -5.711 -0.33
O -10.305 4.057 0.112 -0.30
O 4.025 2.319 -0.463 -0.26
O 2.434 2.519 -2.362 -0.30
O -0.934 7.485 -0.362 -0.32
O -0.830 -4.898 1.987 -0.32
N 1.636 7.390 -0.431 -0.27
N -11.051 1.968 1.541 -0.30
N -0.436 2.763 5.007 -0.25
N -2.451 -5.274 0.035 -0.24
N -1.633 0.391 -0.885 -0.20
N 2.199 0.668 -0.665 -0.24
N -2.314 -0.990 5.028 -0.27
N -0.033 -5.231 -4.043 -0.26
N 3.138 1.941 -6.494 -0.26
N 2.517 -5.306 2.638 0.10
C 2.036 -5.556 0.229 -0.01
C 0.949 0.964 -6.022 -0.12
C 0.432 1.402 3.249 -0.15
C -0.980 -0.668 -0.024 0.01
C -0.090 3.141 6.415 0.00
C -4.289 3.456 5.293 -0.10
C 3.426 -5.079 3.778 -0.44
C 0.206 1.420 4.753 -0.12
C -3.964 0.408 0.049 -0.22
C 1.978 0.495 -5.015 -0.14
C -1.191 1.756 -0.401 -0.07
C 3.395 0.835 -5.535 -0.09
C 2.713 -4.666 1.287 -0.40
C -1.965 2.587 4.767 -0.07
C 2.848 -3.912 4.591 0.02
C 0.709 2.852 2.880 -0.14
C -0.923 1.704 -2.802 -0.18
C -5.529 0.324 -0.154 -0.05
C 4.226 2.150 -7.610 -0.08
C -1.249 2.641 -1.692 -0.13
C -3.122 0.167 -1.171 -0.09
C 4.865 -4.807 3.404 -0.15
C 2.933 3.277 -5.726 0.05
C -0.898 0.276 -2.260 -0.06
C 3.545 -6.360 4.671 -0.03
C 2.085 -3.246 1.161 0.02
C 5.111 -4.052 2.090 -0.15
C 6.727 2.493 -8.161 -0.10
C 0.250 3.772 4.029 -0.03
C 1.805 1.524 -7.174 -0.06
C -2.832 3.843 5.124 -0.20
C 4.200 -4.581 0.973 -0.12
C 5.681 2.361 -7.031 -0.20
H 3.706 0.011 -6.182 0.14
H 6.301 2.734 -9.135 0.07
H -4.707 3.013 4.389 0.09
H 7.362 3.301 -7.801 0.07
H 0.992 3.278 6.446 0.09
H -3.351 0.904 -1.945 0.13
H 1.288 0.777 3.000 0.12
H 0.108 -0.685 0.022 0.08
H 1.884 -0.580 -4.860 0.11
H -0.505 3.435 -1.639 0.11
H 4.863 -3.007 2.295 0.11
H -2.567 4.233 6.108 0.09
H 4.067 1.308 -8.283 0.12
H -3.933 1.257 0.734 0.10
H 2.224 -5.166 -0.770 0.10
H 6.148 -4.051 1.756 0.12
H -1.421 -0.507 -2.807 0.12
H 4.476 -5.636 0.883 0.12
H 3.143 -4.093 5.624 0.10
H 4.259 0.979 -4.889 0.13
H -5.763 1.054 -0.928 0.07
H 0.015 2.024 -3.258 0.08
H 3.905 3.016 -8.188 0.12
H 1.762 -3.852 4.503 0.09
H -0.324 0.524 5.074 0.11
H -0.416 1.065 2.654 0.09
H -2.203 3.159 -1.789 0.12
H 1.872 0.919 -4.017 0.08
H -0.381 4.648 3.897 0.13
H -5.744 -0.711 -0.425 0.08
H -0.143 1.722 -0.110 0.09
H 2.108 3.332 -5.018 0.11
H -1.563 1.834 -3.677 0.11
H -0.204 2.195 6.944 0.11
H 3.852 -7.240 4.103 0.09
H 3.167 -2.911 4.300 0.09
H 2.301 -6.603 0.381 0.10
H -4.411 2.778 6.137 0.08
H 1.008 -3.224 1.341 0.08
H 5.508 -4.514 4.232 0.14
H 4.321 -4.162 -0.024 0.14
H 0.232 3.145 1.945 0.08
H -2.182 1.622 5.224 0.11
H 4.327 -6.299 5.428 0.09
H -2.648 4.566 4.330 0.11
H -0.527 4.086 6.729 0.10
H 0.132 -0.013 -2.058 0.10
H 5.308 -5.753 3.078 0.12
H 2.297 -2.759 0.212 0.07
H 1.180 1.419 5.244 0.14
H 3.891 3.584 -5.311 0.10
H -1.845 2.115 0.392 0.13
H 1.467 2.438 -7.659 0.13
H 2.102 0.732 -7.860 0.13
H 2.415 -2.605 1.981 0.08
H 1.129 4.076 4.596 0.12
H 0.155 1.550 -5.563 0.11
H 2.672 4.046 -6.454 0.10
H -1.196 -1.666 -0.409 0.10
H 0.947 -5.595 0.261 0.07
H 6.013 1.457 -6.521 0.10
H -3.218 -0.776 -1.708 0.14
H -3.668 -0.402 0.719 0.07
H -6.150 0.456 0.731 0.07
H 2.684 -6.691 5.252 0.09
H 1.764 3.010 2.654 0.12
H 0.451 0.084 -6.430 0.12
H 7.264 1.556 -8.300 0.07
H 5.793 3.218 -6.371 0.10
H -4.941 4.293 5.547 0.08
H -1.445 -0.583 0.958 0.08
H -2.039 2.342 3.707 0.12
```

Values from the calculation:
- Calculated total energy: -264098.288 eV
- Total charge: -2
- LUMO energy: -0.9 eV

---

# 2
Here is a cluster of 3 separate species, C4H13NO3 in total in a non-equilibrium geometry from the Open Molecules 2025 dataset. Energies are from wB97M-V/def2-TZVPD.

The geometry in XYZ format:
```
21
Properties=species:S:1:pos:R:3:lowdin_charge:R:1
O -3.272 -5.075 0.120 -0.07
O 2.366 0.969 1.062 0.05
O -0.894 -3.306 0.248 -0.07
N 3.128 1.022 -1.065 0.15
C 2.145 1.076 -0.127 -0.54
C -0.725 2.727 0.824 -0.10
C -0.352 1.297 0.402 -0.23
C 0.754 1.315 -0.686 -0.14
H 0.098 0.824 1.263 0.09
H 2.893 1.064 -2.046 0.10
H -1.186 0.713 0.028 0.10
H -2.459 -5.484 0.435 0.03
H 4.099 0.918 -0.832 0.11
H -0.527 3.445 0.026 0.06
H -3.481 -4.382 0.760 0.04
H -1.749 2.909 1.123 0.06
H -1.353 -3.513 -0.578 0.03
H -0.138 3.040 1.692 0.08
H 0.508 0.594 -1.464 0.11
H -0.596 -2.407 0.059 0.03
H 0.743 2.253 -1.244 0.11
```

Values from the calculation:
- Structure (SMILES): CCCC(N)=O.O.O
- ΔE to the lowest compared entry with this formula, charge and spin: 13.9 kcal/mol
- Calculated total energy: -11991.867 eV
- LUMO energy: 0.6 eV

---

# 3
Here is a cluster of 9 separate species, C24H42N2O24S3 in total in a non-equilibrium geometry from the Open Molecules 2025 dataset. Energies are from wB97M-V/def2-TZVPD.

The geometry in XYZ format:
```
95
Properties=species:S:1:pos:R:3:lowdin_charge:R:1
S 1.582 2.182 5.937 0.72
S 1.287 -2.867 -1.784 0.75
S -2.932 -2.756 6.948 0.67
O -4.251 -3.360 6.874 -0.24
O -2.228 -1.666 -5.356 0.10
O 0.293 3.218 6.071 -0.18
O 1.881 -1.848 -2.679 -0.28
O 1.321 -4.312 -2.566 -0.19
O 3.241 1.818 -5.199 0.06
O -1.862 -5.661 0.696 0.04
O 5.334 2.511 -0.156 0.05
O -3.095 -1.163 6.570 -0.19
O -0.481 -0.806 -4.285 0.06
O -3.852 4.842 -3.336 0.02
O 4.037 4.212 0.472 0.05
O 4.141 0.096 -4.334 0.08
O -0.572 -6.518 2.387 0.07
O -0.311 -1.264 2.161 0.08
O -2.149 -2.874 8.157 -0.23
O 1.746 -2.891 -0.378 -0.24
O -0.369 -2.730 -1.842 -0.22
O 1.059 0.831 5.919 -0.25
O -0.377 -0.375 0.163 0.07
O -2.380 6.507 -3.951 0.09
O -2.024 -2.999 5.701 -0.20
O 2.634 2.446 6.949 -0.25
O 2.054 2.620 4.448 -0.22
N 3.844 1.244 -4.314 -0.44
N 4.685 3.168 0.688 -0.41
C -2.637 5.437 -3.392 -0.43
C 1.545 0.163 1.450 -0.01
C 1.443 3.857 4.102 -0.18
C -0.933 -3.804 -2.706 -0.12
C -1.627 4.351 -3.001 -0.07
C 0.791 -0.288 -4.728 -0.19
C -1.857 -1.899 4.844 -0.17
C 0.273 -0.608 1.297 -0.46
C 0.314 4.177 5.028 -0.17
C 0.279 0.575 -0.577 -0.22
C -1.901 -4.453 2.678 -0.10
C -3.172 -4.316 2.006 -0.21
C -1.188 -1.045 -5.359 -0.54
C -2.085 -0.698 5.763 -0.19
C -1.387 -5.690 1.917 -0.44
C -2.504 3.118 -2.944 -0.20
C 0.257 -4.284 -3.542 -0.15
C -0.614 -0.382 -6.530 -0.09
C 0.544 0.404 -6.001 -0.16
C -3.021 -4.790 0.620 -0.11
C -3.896 3.546 -2.695 -0.14
C 4.632 2.670 2.039 0.04
C 4.270 1.887 -2.992 0.05
C 1.529 1.000 0.054 -0.12
H 3.435 1.937 -2.294 0.07
H 0.266 1.451 -5.886 0.13
H 5.093 1.332 -2.542 0.09
H 0.633 0.177 -1.528 0.11
H -3.891 -4.842 2.635 0.13
H -2.312 2.458 -2.098 0.10
H -1.322 0.282 -7.025 0.14
H -3.927 -5.243 0.218 0.14
H 1.167 3.581 3.084 0.13
H -1.361 4.599 -1.973 0.12
H 4.208 3.410 2.718 0.09
H 1.549 -1.048 -4.913 0.12
H -1.153 -0.477 6.283 0.12
H -0.418 1.370 -0.843 0.13
H 1.202 0.286 -3.897 0.11
H 0.370 5.146 5.526 0.14
H 1.477 0.676 2.409 0.11
H 4.538 2.926 -3.188 0.10
H 2.423 0.654 -0.464 0.10
H -0.327 -1.144 -7.254 0.14
H 2.288 4.535 3.978 0.13
H -1.392 -4.531 -2.036 0.12
H 4.056 1.746 1.987 0.10
H 5.675 2.447 2.261 0.11
H -1.273 -3.566 2.593 0.11
H -0.862 -2.058 4.427 0.12
H -2.623 -3.978 0.011 0.12
H 1.358 0.251 -6.710 0.13
H -1.585 -3.389 -3.475 0.11
H -2.581 -1.988 4.034 0.12
H -0.787 4.314 -3.693 0.13
H -4.538 2.885 -3.277 0.13
H -2.322 2.584 -3.877 0.12
H -2.109 -4.686 3.722 0.13
H -3.406 -3.261 2.149 0.12
H 0.034 -5.321 -3.794 0.14
H 0.410 -3.573 -4.354 0.13
H 2.454 -0.433 1.369 0.12
H -0.684 4.131 4.592 0.14
H -4.221 3.582 -1.655 0.13
H 1.643 2.069 0.234 0.11
H -2.496 0.173 5.253 0.14
```

Values from the calculation:
- Structure (SMILES): C[N+](=O)[O-].C[N+](=O)[O-].O=S1(=O)OCCO1.O=S1(=O)OCCO1.O=S1(=O)OCCO1.O=C1CCCO1.O=C1CCCO1.O=C1CCCO1.O=C1CCCO1
- ΔE to the lowest compared entry with this formula, charge and spin: 0.0 kcal/mol
- Calculated total energy: -110183.509 eV
- LUMO energy: -1.1 eV

---

# 4
Here is the molecule C3H4S3 in a non-equilibrium geometry from the Open Molecules 2025 dataset. Energies are from wB97M-V/def2-TZVPD.

The geometry in XYZ format:
```
10
Properties=species:S:1:pos:R:3:lowdin_charge:R:1
S -0.686 -0.837 -1.813 0.68
S 1.090 1.670 -0.933 0.52
S 1.673 -1.348 -0.175 0.69
C 0.230 -0.260 -0.341 -1.28
C -0.466 0.019 0.852 -0.31
C -0.885 0.275 1.944 0.17
H -1.829 -0.873 -1.125 -0.12
H -1.452 0.547 2.686 -0.01
H 1.876 -0.882 1.032 -0.13
H 0.451 1.689 -2.127 -0.21
```

Values from the calculation:
- Structure (SMILES): C#CC(S)(S)S
- ΔE to the lowest compared entry with this formula, charge and spin: 81.9 kcal/mol
- Calculated total energy: -35677.923 eV
- LUMO energy: -0.2 eV

---

no.,Kohn-Sham gap (eV)
1,4.24
2,10.60
3,8.54
4,8.75